(1)
C6H12O2 | wB97M-V/def2-TZVPD

Its total charge is -1. The calculation puts the energy relative to the best compared isomer or geometry (same formula, charge and spin) at 1.0048 eV. Its multiplicity is 2. Its expectation value of S² is 0.754.

Bonds (Å) are listed after each position.
Geometry (Å):
1 O 0.4455 1.7154 -1.5442  C2 1.277
2 C 0.4949 0.6079 -2.1779  O1 1.277, C3 1.482, H8 1.117
3 C -0.3956 -0.5659 -2.0189  C2 1.482, C4 1.507, H9 1.088, H10 1.196
4 C -1.0374 -0.6923 -0.6609  C3 1.507, C5 1.518, H11 1.159, H12 1.087
5 C 0.0352 -0.8298 0.4043  C4 1.518, C6 1.343, H13 1.078
6 C -0.1715 -1.6362 1.4577  C5 1.343, C7 1.507, H14 1.081
7 C 0.9363 -1.6110 2.4789  C6 1.507, H15 1.092, H16 1.113, H17 1.082
8 H 1.3909 0.4210 -2.8182  C2 1.117
9 H -1.1556 -0.6664 -2.7910  C3 1.088
10 H 0.1744 -1.5915 -2.2515  C3 1.196
11 H -1.7398 0.1169 -0.2190  C4 1.159
12 H -1.6850 -1.5622 -0.5947  C4 1.087
13 H 0.9326 -0.2397 0.3148  C5 1.078
14 H -0.9305 -2.3456 1.7566  C6 1.081
15 H 0.5382 -1.0690 3.3396  C7 1.092
16 H 1.9017 -1.2297 2.0771  C7 1.113
17 H 1.2182 -2.6246 2.7301  C7 1.082
18 H -0.1351 1.7048 1.1797  O20 0.969
19 H -0.4560 3.0075 0.6046  O20 0.971
20 O -0.3419 2.6024 1.4794  H18 0.969, H19 0.971



(2)
C5H16N2O2 | wB97M-V/def2-TZVPD

Its structure (SMILES) is CC(=O)O.CCN.CN. Its total charge is 0. The calculation puts the energy relative to the best compared isomer or geometry (same formula, charge and spin) at 0.4756 eV.

Bonds (Å) are listed after each position.
Geometry (Å):
1 C -0.1579 2.3438 0.0773  C2 1.500, O5 1.347, O6 1.203
2 C -0.0058 2.9679 -1.2784  C1 1.500, H10 1.089, H11 1.081, H12 1.084
3 C -1.7558 0.0835 -2.2580  N4 1.451, H13 1.090, H14 1.091, H15 1.099
4 N -1.3370 0.3382 -0.8925  C3 1.451, H8 1.014, H9 1.020
5 O 0.9070 1.5854 0.4025  C1 1.347, H7 0.969
6 O -1.0297 2.5783 0.8728  C1 1.203
7 H 0.7751 1.2254 1.2927  O5 0.969
8 H -2.1446 0.4399 -0.2882  N4 1.014
9 H -0.7781 -0.4421 -0.5463  N4 1.020
10 H 0.6179 3.8548 -1.1785  C2 1.089
11 H 0.4773 2.2733 -1.9516  C2 1.081
12 H -0.9778 3.2599 -1.6586  C2 1.084
13 H -0.8684 -0.0177 -2.8826  C3 1.090
14 H -2.3381 0.9321 -2.6189  C3 1.091
15 H -2.3631 -0.8247 -2.3782  C3 1.099
16 C 0.4449 -1.9707 1.5857  C17 1.531, N18 1.454, H21 1.094, H22 1.095
17 C 1.7038 -2.3545 2.3669  C16 1.531, H23 1.090, H24 1.087, H25 1.089
18 N 0.6736 -1.6621 0.1833  C16 1.454, H19 1.016, H20 1.015
19 H 1.3461 -0.9061 0.0930  N18 1.016
20 H 1.0566 -2.4711 -0.2953  N18 1.015
21 H -0.2770 -2.7916 1.6283  C16 1.094
22 H -0.0210 -1.0927 2.0446  C16 1.095
23 H 2.4327 -1.5453 2.3354  C17 1.090
24 H 1.4586 -2.5583 3.4058  C17 1.087
25 H 2.1607 -3.2457 1.9388  C17 1.089



(3)
C27H55FN2 | wB97M-V/def2-TZVPD

Its structure (SMILES) is CC[C@H](F)[C@@](C#N)(CC)CC#N.CCCCCC.CCCCCC.CCCCCC. Its total charge is 0. The calculation puts the energy relative to the best compared isomer or geometry (same formula, charge and spin) at 6.2389 eV.

Bonds (Å) are listed after each position.
Geometry (Å):
1 C -1.7523 0.9802 2.8034  C2 1.668, H13 1.171, H14 1.187, H15 1.182
2 C -0.4515 1.6573 3.5987  C1 1.668, C3 1.652, H16 1.194, H17 1.171
3 C 0.4274 2.6754 2.6402  C2 1.652, F4 1.511, C5 1.639, H18 1.190
4 F -0.5522 3.2012 1.6169  C3 1.511
5 C 1.6657 1.9595 1.8409  C3 1.639, C6 1.673, C8 1.670, C10 1.641
6 C 1.2678 0.4111 1.3479  C5 1.673, N7 1.312
7 N 0.9339 -0.8033 0.9793  C6 1.312
8 C 2.0922 2.7456 0.4306  C5 1.670, C9 1.639, H19 1.194, H20 1.186
9 C 2.2109 4.3714 0.5966  C8 1.639, H21 1.184, H22 1.194, H23 1.170
10 C 3.0541 1.8055 2.7015  C5 1.641, C11 1.639, H24 1.188, H25 1.193
11 C 2.8644 1.7747 4.3293  C10 1.639, N12 1.307
12 N 2.6772 1.9646 5.6090  C11 1.307
13 H -1.5425 0.8374 1.6603  C1 1.171
14 H -2.6966 1.6922 2.9067  C1 1.187
15 H -2.0242 -0.0270 3.3586  C1 1.182
16 H -0.9426 2.3553 4.4333  C2 1.194
17 H 0.1918 0.8707 4.1805  C2 1.171
18 H 0.7870 3.6103 3.2817  C3 1.190
19 H 3.1825 2.3439 0.1573  C8 1.194
20 H 1.3122 2.3929 -0.3896  C8 1.186
21 H 3.2647 4.8206 0.2977  C9 1.184
22 H 1.4328 4.8415 -0.1774  C9 1.194
23 H 1.9657 4.7862 1.6627  C9 1.170
24 H 3.8475 2.6122 2.3394  C10 1.188
25 H 3.5298 0.7553 2.3953  C10 1.193
26 C -3.7722 2.2804 6.6596  C27 1.521, H32 1.094, H33 1.095, H34 1.094
27 C -4.2074 1.0363 7.4184  C26 1.521, C28 1.530, H35 1.095, H36 1.097
28 C -4.0785 -0.2509 6.6013  C27 1.530, C29 1.533, H37 1.096, H38 1.098
29 C -4.9412 -0.3179 5.3355  C28 1.533, C30 1.531, H39 1.098, H40 1.096
30 C -6.4462 -0.1466 5.5548  C29 1.531, C31 1.521, H41 1.097, H42 1.095
31 C -7.0581 -1.2337 6.4243  C30 1.521, H43 1.095, H44 1.095, H45 1.094
32 H -4.4078 2.4649 5.7886  C26 1.094
33 H -3.8385 3.1591 7.3098  C26 1.095
34 H -2.7360 2.1891 6.3200  C26 1.094
35 H -5.2351 1.1635 7.7749  C27 1.095
36 H -3.5814 0.9405 8.3143  C27 1.097
37 H -4.3171 -1.1026 7.2489  C28 1.096
38 H -3.0288 -0.3816 6.3088  C28 1.098
39 H -4.7621 -1.2848 4.8477  C29 1.098
40 H -4.6020 0.4439 4.6237  C29 1.096
41 H -6.9420 -0.1653 4.5764  C30 1.097
42 H -6.6613 0.8356 5.9886  C30 1.095
43 H -6.8823 -2.2244 5.9933  C31 1.095
44 H -8.1404 -1.0869 6.5028  C31 1.095
45 H -6.6475 -1.2188 7.4379  C31 1.094
46 C 0.1853 -0.9005 -5.4437  C47 1.521, H52 1.094, H53 1.095, H54 1.094
47 C -0.6279 0.3803 -5.3385  C46 1.521, C48 1.530, H55 1.095, H56 1.097
48 C 0.0935 1.4988 -4.5836  C47 1.530, C49 1.533, H57 1.096, H58 1.098
49 C 0.4255 1.1974 -3.1172  C48 1.533, C50 1.531, H59 1.098, H60 1.096
50 C -0.7705 0.8401 -2.2316  C49 1.531, C51 1.521, H61 1.097, H62 1.095
51 C -1.7900 1.9619 -2.1111  C50 1.521, H63 1.095, H64 1.095, H65 1.094
52 H 0.3781 -1.3382 -4.4598  C46 1.094
53 H -0.3595 -1.6435 -6.0355  C46 1.095
54 H 1.1452 -0.7153 -5.9353  C46 1.094
55 H -1.5953 0.1647 -4.8727  C47 1.095
56 H -0.8480 0.7351 -6.3530  C47 1.097
57 H -0.5158 2.4084 -4.6383  C48 1.096
58 H 1.0296 1.7330 -5.1065  C48 1.098
59 H 0.9321 2.0734 -2.6920  C49 1.098
60 H 1.1532 0.3786 -3.0702  C49 1.096
61 H -0.3977 0.6014 -1.2278  C50 1.097
62 H -1.2630 -0.0662 -2.5992  C50 1.095
63 H -1.3263 2.8710 -1.7153  C51 1.095
64 H -2.5932 1.6675 -1.4275  C51 1.095
65 H -2.2467 2.1977 -3.0765  C51 1.094
66 C 4.8614 -5.4918 -6.9217  C67 1.521, H72 1.094, H73 1.095, H74 1.094
67 C 4.0482 -4.2109 -6.8164  C66 1.521, C68 1.530, H75 1.095, H76 1.097
68 C 4.7696 -3.0925 -6.0615  C67 1.530, C69 1.533, H77 1.096, H78 1.098
69 C 5.1016 -3.3939 -4.5952  C68 1.533, C70 1.531, H79 1.098, H80 1.096
70 C 3.9056 -3.7512 -3.7095  C69 1.531, C71 1.521, H81 1.097, H82 1.095
71 C 2.8861 -2.6294 -3.5891  C70 1.521, H83 1.095, H84 1.095, H85 1.094
72 H 5.0543 -5.9295 -5.9378  C66 1.094
73 H 4.3166 -6.2348 -7.5135  C66 1.095
74 H 5.8213 -5.3066 -7.4132  C66 1.094
75 H 3.0808 -4.4266 -6.3506  C67 1.095
76 H 3.8281 -3.8562 -7.8310  C67 1.097
77 H 4.1604 -2.1829 -6.1163  C68 1.096
78 H 5.7058 -2.8583 -6.5844  C68 1.098
79 H 5.6082 -2.5178 -4.1700  C69 1.098
80 H 5.8293 -4.2127 -4.5482  C69 1.096
81 H 4.2784 -3.9899 -2.7058  C70 1.097
82 H 3.4132 -4.6575 -4.0772  C70 1.095
83 H 3.3498 -1.7203 -3.1933  C71 1.095
84 H 2.0829 -2.9238 -2.9055  C71 1.095
85 H 2.4294 -2.3936 -4.5545  C71 1.094



(4)
C30H74BO8S | wB97M-V/def2-TZVPD

Its total charge is -1. As for the energy: -60201.4590 eV.

Bonds (Å) are listed after each position.
Geometry (Å):
1 C 1.4238 0.8405 -0.4595  B2 1.629, H11 1.098, H12 1.095, H13 1.096
2 B 0.2758 1.6297 -1.3045  C1 1.629, O3 1.503, O10 1.491, H14 1.257
3 O -0.1661 2.9175 -0.6680  B2 1.503, C4 1.388
4 C -1.4472 3.1129 -1.1665  O3 1.388, C5 1.555, H15 1.104, H16 1.103
5 C -2.1060 1.7094 -1.2874  C4 1.555, C6 1.527, O10 1.421, H17 1.096
6 C -2.8279 1.5102 -2.6182  C5 1.527, C7 1.543, H18 1.093, H19 1.091
7 C -4.3207 1.9008 -2.6539  C6 1.543, C8 1.551, H20 1.095, H21 1.090
8 C -4.7407 3.0846 -1.7432  C7 1.551, S9 1.823, H22 1.086, H23 1.091
9 S -5.8114 2.5899 -0.3529  C8 1.823, H24 1.342
10 O -0.9861 0.8351 -1.2916  B2 1.491, C5 1.421
11 H 1.1285 0.7991 0.5973  C1 1.098
12 H 1.5214 -0.1774 -0.8505  C1 1.095
13 H 2.4105 1.3136 -0.5176  C1 1.096
14 H 0.7033 1.8820 -2.4591  B2 1.257
15 H -1.4564 3.6344 -2.1397  C4 1.104
16 H -1.9839 3.7604 -0.4522  C4 1.103
17 H -2.7190 1.4494 -0.4172  C5 1.096
18 H -2.7612 0.4431 -2.8456  C6 1.093
19 H -2.2837 2.0218 -3.4132  C6 1.091
20 H -4.5668 2.1907 -3.6810  C7 1.095
21 H -4.9588 1.0531 -2.4040  C7 1.090
22 H -3.8907 3.6588 -1.3872  C8 1.086
23 H -5.3741 3.7720 -2.3057  C8 1.091
24 H -4.9172 2.3662 0.6219  S9 1.342
25 C -2.8760 1.7880 4.6588  C26 1.522, H30 1.092, H31 1.092, H32 1.092
26 C -2.3613 1.3631 3.2908  C25 1.522, O27 1.411, H33 1.091, H34 1.096
27 O -2.3624 2.3954 2.3293  C26 1.411, C28 1.423
28 C -1.5268 3.5071 2.6284  O27 1.423, C29 1.516, H35 1.099, H36 1.089
29 C -0.0564 3.1617 2.7614  C28 1.516, H37 1.094, H38 1.091, H39 1.086
30 H -3.8481 2.2759 4.5656  C25 1.092
31 H -2.9829 0.9151 5.3057  C25 1.092
32 H -2.1959 2.4862 5.1507  C25 1.092
33 H -3.0125 0.5900 2.8793  C26 1.091
34 H -1.3627 0.9204 3.3797  C26 1.096
35 H -1.8883 4.0162 3.5330  C28 1.099
36 H -1.6642 4.1966 1.7970  C28 1.089
37 H 0.1453 2.5500 3.6459  C29 1.094
38 H 0.5340 4.0750 2.8528  C29 1.091
39 H 0.2795 2.6171 1.8835  C29 1.086
40 C 1.0671 4.1238 7.2560  C41 1.520, H45 1.091, H46 1.091, H47 1.091
41 C 1.4498 2.6946 6.9083  C40 1.520, O42 1.414, H48 1.091, H49 1.097
42 O 2.4137 2.5963 5.8790  C41 1.414, C43 1.415
43 C 3.6753 3.1772 6.1477  O42 1.415, C44 1.521, H50 1.096, H51 1.090
44 C 4.4013 2.5450 7.3249  C43 1.521, H52 1.092, H53 1.091, H54 1.092
45 H 0.7849 4.6679 6.3535  C40 1.091
46 H 0.2221 4.1272 7.9459  C40 1.091
47 H 1.8875 4.6633 7.7326  C40 1.091
48 H 0.5730 2.1680 6.5285  C41 1.091
49 H 1.7831 2.1556 7.8039  C41 1.097
50 H 3.5810 4.2607 6.2863  C43 1.096
51 H 4.2542 3.0239 5.2366  C43 1.090
52 H 3.9079 2.7625 8.2741  C44 1.092
53 H 5.4196 2.9318 7.3857  C44 1.091
54 H 4.4449 1.4604 7.2070  C44 1.092
55 C 2.5191 -0.8469 4.9516  C56 1.517, H60 1.091, H61 1.091, H62 1.092
56 C 3.7941 -1.6468 5.1415  C55 1.517, O57 1.423, H63 1.090, H64 1.096
57 O 4.2850 -1.6395 6.4772  C56 1.423, C58 1.414
58 C 3.4145 -2.1855 7.4480  O57 1.414, C59 1.520, H65 1.096, H66 1.091
59 C 3.0802 -3.6515 7.2245  C58 1.520, H67 1.091, H68 1.091, H69 1.091
60 H 2.6329 0.1621 5.3515  C55 1.091
61 H 2.2774 -0.7679 3.8912  C55 1.091
62 H 1.6658 -1.3113 5.4505  C55 1.092
63 H 4.5957 -1.2095 4.5459  C56 1.090
64 H 3.6624 -2.6756 4.7876  C56 1.096
65 H 2.4951 -1.5923 7.5187  C58 1.096
66 H 3.9402 -2.0705 8.3974  C58 1.091
67 H 2.4623 -3.7972 6.3376  C59 1.091
68 H 2.5284 -4.0434 8.0802  C59 1.091
69 H 3.9936 -4.2349 7.0982  C59 1.091
70 C 7.5556 0.4216 -2.1814  C71 1.521, H75 1.091, H76 1.091, H77 1.092
71 C 6.4631 1.4279 -1.8533  C70 1.521, O72 1.411, H78 1.090, H79 1.097
72 O 5.6584 1.0608 -0.7536  C71 1.411, C73 1.411
73 C 6.3152 0.9316 0.4889  O72 1.411, C74 1.521, H80 1.098, H81 1.090
74 C 6.9585 2.2179 0.9829  C73 1.521, H82 1.092, H83 1.091, H84 1.091
75 H 7.1302 -0.5782 -2.2804  C70 1.091
76 H 8.0412 0.6900 -3.1209  C70 1.091
77 H 8.3255 0.3849 -1.4082  C70 1.092
78 H 5.7717 1.5060 -2.6922  C71 1.090
79 H 6.8957 2.4251 -1.7034  C71 1.097
80 H 7.0553 0.1214 0.4563  C73 1.098
81 H 5.5353 0.6225 1.1853  C73 1.090
82 H 7.8131 2.5106 0.3697  C74 1.092
83 H 7.3144 2.0885 2.0064  C74 1.091
84 H 6.2337 3.0328 0.9628  C74 1.091
85 C -3.1647 -4.1100 -5.3064  C86 1.519, H90 1.092, H91 1.089, H92 1.091
86 C -4.1378 -3.0517 -4.8176  C85 1.519, O87 1.417, H93 1.091, H94 1.096
87 O -4.8886 -3.4359 -3.6784  C86 1.417, C88 1.420
88 C -4.1254 -3.7144 -2.5143  O87 1.420, C89 1.518, H95 1.097, H96 1.091
89 C -3.2924 -2.5433 -2.0255  C88 1.518, H97 1.090, H98 1.090, H99 1.091
90 H -3.6770 -5.0641 -5.4462  C85 1.092
91 H -2.7360 -3.8071 -6.2610  C85 1.089
92 H -2.3459 -4.2678 -4.6022  C85 1.091
93 H -4.8791 -2.8533 -5.5932  C86 1.091
94 H -3.6126 -2.1086 -4.6307  C86 1.096
95 H -3.4889 -4.5934 -2.6763  C88 1.097
96 H -4.8605 -3.9921 -1.7574  C88 1.091
97 H -2.4786 -2.3038 -2.7104  C89 1.090
98 H -2.8452 -2.7725 -1.0581  C89 1.090
99 H -3.9090 -1.6494 -1.9210  C89 1.091
100 C -4.6264 -6.4278 -9.7348  C101 1.520, H105 1.091, H106 1.091, H107 1.091
101 C -4.9482 -5.1108 -9.0476  C100 1.520, O102 1.414, H108 1.090, H109 1.096
102 O -3.8058 -4.3645 -8.6756  C101 1.414, C103 1.415
103 C -2.9623 -3.9497 -9.7337  O102 1.415, C104 1.520, H110 1.097, H111 1.090
104 C -3.6382 -3.0274 -10.7347  C103 1.520, H112 1.091, H113 1.091, H114 1.091
105 H -3.9196 -7.0044 -9.1364  C100 1.091
106 H -5.5371 -7.0144 -9.8618  C100 1.091
107 H -4.1877 -6.2782 -10.7228  C100 1.091
108 H -5.4748 -5.3041 -8.1126  C101 1.090
109 H -5.6184 -4.5072 -9.6712  C101 1.096
110 H -2.5275 -4.8174 -10.2439  C103 1.097
111 H -2.1402 -3.4229 -9.2483  C103 1.090
112 H -4.4012 -3.5457 -11.3182  C104 1.091
113 H -2.9004 -2.6309 -11.4333  C104 1.091
114 H -4.1163 -2.1935 -10.2194  C104 1.091